Here is the molecule C2H3ClS from OMol25. Energies are from ωB97M-V with the def2-TZVPD basis set.

## Properties
Relative energy (zero: lowest compared OMol25 entry of this formula, charge and spin), kcal per mole: 27.2
SMILES: C=C(S)Cl

The geometry in ORCA input format:
```
! wB97M-V def2-TZVPD RIJCOSX def2/J DEFGRID3
* xyz 0 1
C 0.87 0.25 -0.52
C -0.03 -0.30 0.31
S -1.93 -0.11 0.86
Cl 0.49 -1.79 1.11
H 1.72 -0.28 -0.84
H 0.59 1.26 -1.06
H -1.72 0.98 0.13
*
```

Here is a cluster of 3 separate species, H7NO2 in total from OMol25. Energies are from ωB97M-V with the def2-TZVPD basis set.

## Properties
Relative energy (zero: lowest compared OMol25 entry of this formula, charge and spin), kcal per mole: 17.1
SMILES: N.O.O

The geometry in ORCA input format:
```
! wB97M-V def2-TZVPD RIJCOSX def2/J DEFGRID3
* xyz 0 1
N 0.26 -0.40 1.55
H 0.59 0.44 1.17
H 1.02 -0.89 1.97
H -0.53 -0.53 2.10
H -0.66 2.30 -0.98
H 0.10 1.00 -0.40
O -0.01 1.98 -0.40
H 0.18 -1.28 -0.38
H 0.24 -1.25 -1.90
O -0.34 -1.61 -1.16
*
```

Here is a structure of composition C15H35N2O8S5 from OMol25. Energies are from ωB97M-V with the def2-TZVPD basis set.

## Properties
Relative energy (zero: lowest compared OMol25 entry of this formula, charge and spin), kcal per mole: 0.0

The geometry in ORCA input format:
```
! wB97M-V def2-TZVPD RIJCOSX def2/J DEFGRID3
* xyz -1 1
C -0.68 -1.02 3.23
C -2.04 -0.36 3.04
N -2.02 0.85 2.17
C -2.11 2.11 2.93
C -1.56 3.31 2.16
C -2.85 0.73 1.07
S -4.24 1.54 0.79
S -2.26 -0.47 -0.13
C -1.26 0.67 -1.14
C -0.12 -0.03 -1.90
C 1.28 0.48 -1.56
S 2.07 -0.45 -0.28
O 1.31 -0.26 0.93
O 2.20 -1.80 -0.80
N 3.51 0.25 -0.24
S 4.02 0.96 1.05
O 4.06 0.18 2.26
O 5.18 1.76 0.71
S 2.60 2.57 1.55
C 3.73 3.90 1.92
O 1.88 2.28 2.77
O 1.87 2.95 0.36
H -0.45 -1.63 2.36
H -0.66 -1.62 4.14
H 0.10 -0.26 3.27
H -2.74 -1.07 2.60
H -2.45 -0.05 4.01
H -1.49 1.95 3.82
H -3.14 2.29 3.27
H -0.98 2.96 1.30
H -2.36 3.96 1.80
H -0.87 3.88 2.78
H -0.89 1.50 -0.53
H -1.96 1.08 -1.87
H -0.18 -1.12 -1.80
H -0.26 0.18 -2.96
H 1.94 0.38 -2.42
H 1.26 1.52 -1.25
H 3.10 4.79 1.89
H 4.51 3.94 1.17
H 4.12 3.73 2.92
C -5.19 0.85 -4.85
C -5.45 -0.06 -3.66
C -6.79 0.23 -3.01
O -4.40 0.04 -2.70
H -5.16 1.89 -4.53
H -4.22 0.62 -5.30
H -5.96 0.75 -5.61
H -5.42 -1.10 -3.99
H -6.81 1.26 -2.64
H -6.96 -0.43 -2.17
H -7.61 0.11 -3.73
H -4.39 0.94 -2.36
C 5.40 -3.79 0.96
C 4.84 -4.85 0.02
C 4.60 -4.28 -1.37
O 3.63 -5.40 0.55
H 4.69 -2.96 1.06
H 5.56 -4.21 1.96
H 6.34 -3.39 0.59
H 5.54 -5.69 -0.03
H 3.87 -3.47 -1.31
H 4.20 -5.05 -2.04
H 5.52 -3.88 -1.80
H 3.00 -4.68 0.60
*
```

Molecular weight, record by record: 94.566, 53.061, 531.786 g/mol
HOMO-LUMO gap, record by record: 9.76, 11.22, 8.03 eV
F_max, record by record: 0.0943, 0.0671, 0.0207 hartree/bohr